# 1
DFT (ωB97M-V with the def2-TZVPD basis set) results for C27H30Br2MoN4O2SSe4Si as an isolated structure.

## Properties
ΔE to the lowest compared entry with this formula, charge and spin: 21.3 kcal per mole
HOMO level: -1.00 eV
Molecular weight: 1074.30 g mol⁻¹
Frontier orbital gap: 4.53 eV
Total charge: -2
LUMO level: 3.5 eV

Atoms and positions in Å:
1 Mo -0.6891 -1.0590 -1.0044
2 Se -1.7616 2.5169 2.1368
3 Se -3.8593 2.1459 1.1937
4 Se -4.2821 -0.1508 1.3802
5 Se -3.5396 -1.1227 -0.6181
6 C 1.8014 4.2342 6.1459
7 C 2.0957 3.2158 5.0752
8 C 1.3003 3.1254 3.9400
9 C 1.5592 2.1716 2.9626
10 C 2.6186 1.2966 3.1253
11 C 3.4239 1.3679 4.2545
12 C 3.1630 2.3281 5.2178
13 S 2.9481 0.0778 1.8644
14 O 3.6052 -1.0266 2.5416
15 O 3.7159 0.7516 0.8429
16 N 1.5415 -0.2922 1.2392
17 C 0.6620 -1.0832 1.8700
18 C 0.7399 -1.4722 3.2371
19 C -0.2260 -2.2599 3.7922
20 C -1.3007 -2.6989 3.0124
21 C -1.3454 -2.2968 1.7076
22 N -0.3969 -1.5273 1.1214
23 H 0.9523 4.8568 5.8655
24 H 2.6610 4.8866 6.3199
25 H 1.5618 3.7479 7.0947
26 H 0.4463 3.7808 3.8099
27 H 0.9090 2.1023 2.0972
28 H 4.2363 0.6612 4.3705
29 H 3.7892 2.3834 6.1034
30 H 1.5788 -1.1314 3.8223
31 H -0.1597 -2.5305 4.8402
32 H -2.1023 -3.2989 3.4176
33 H -2.1714 -2.5674 1.0626
34 Br -3.7492 -1.7165 -7.1290
35 C -2.9123 -1.5282 -5.4320
36 C -2.9635 -0.2906 -4.7766
37 C -2.3473 -0.1950 -3.5597
38 N -1.6664 -1.2095 -2.9784
39 C -1.6713 -2.4151 -3.6038
40 C -2.2909 -2.5926 -4.8621
41 C -1.0394 -3.4372 -2.8591
42 C -0.8775 -4.7709 -3.2829
43 C -0.2445 -5.6525 -2.4693
44 Br 0.0075 -7.4584 -2.9977
45 C 0.2619 -5.2111 -1.2241
46 C 0.0729 -3.9179 -0.8609
47 N -0.6108 -2.9995 -1.6276
48 H -3.4800 0.5577 -5.1987
49 H -2.3844 0.7223 -2.9970
50 H -2.2769 -3.5553 -5.3505
51 H -1.2503 -5.0776 -4.2496
52 H 0.8025 -5.8777 -0.5683
53 H 0.4707 -3.5476 0.0715
54 C 1.7784 2.5226 -1.6301
55 Si -0.0524 2.4175 -2.0254
56 C -0.1973 2.2850 -3.9062
57 C -0.9023 4.0062 -1.4992
58 C -0.9086 0.9892 -1.1722
59 H 2.1235 3.5511 -1.7781
60 H 2.3669 1.8769 -2.2860
61 H 2.0117 2.2331 -0.6030
62 H 0.3831 3.0931 -4.3638
63 H -1.2271 2.3803 -4.2589
64 H 0.2019 1.3335 -4.2672
65 H -0.3316 4.8903 -1.8001
66 H -1.0294 4.0133 -0.4119
67 H -1.9005 4.0740 -1.9421
68 H -1.9229 1.2617 -0.8654
69 H -0.3141 0.8107 -0.2202
70 C 1.1326 -0.9203 -1.5074
71 H 1.6656 -1.6857 -2.0925
72 H 1.7965 -0.0930 -1.2563

***

# 2
DFT (ωB97M-V with the def2-TZVPD basis set) results for C27H30BrClN4O5PRuSTe as an isolated structure at a distorted geometry.

## Properties
HOMO level (spin up / spin down): -10.24 / -10.13 eV
Molecular weight: 897.63 g mol⁻¹
Frontier orbital gap (spin up / spin down): 4.51 / 4.13 eV
Total charge: +1
LUMO level (spin up / spin down): -5.7 / -6.0 eV

Atoms and positions in Å:
1 Ru 0.5098 -0.9119 -0.6214
2 O -2.8564 -2.8030 1.0235
3 C -2.5375 -2.7361 2.3463
4 C -3.3424 -3.4328 3.2394
5 C -3.0731 -3.3845 4.5951
6 C -1.9986 -2.6487 5.0821
7 C -1.2032 -1.9491 4.1945
8 C -1.4680 -1.9733 2.8287
9 C -0.6250 -1.1762 1.8841
10 O -0.2160 -1.9791 0.7694
11 N -1.3518 -0.0347 1.3786
12 N -0.7667 0.4939 0.1815
13 C -1.5022 1.4243 -0.3208
14 C -1.3663 2.2950 -1.4532
15 Br -0.1049 1.9883 -2.8252
16 C -2.1686 3.3743 -1.5599
17 C -3.1154 3.8922 -0.5746
18 C -4.3406 4.3898 -1.0307
19 C -5.2721 4.8840 -0.1364
20 C -4.9832 4.9181 1.2221
21 C -3.7561 4.4650 1.6827
22 C -2.8240 3.9575 0.7919
23 H -2.0844 -2.5883 0.4789
24 H -4.1686 -4.0102 2.8471
25 H -3.7046 -3.9342 5.2804
26 H -1.7896 -2.6203 6.1422
27 H -0.3701 -1.3575 4.5570
28 H 0.2754 -0.8075 2.3849
29 H -2.3337 -0.2450 1.2231
30 H -2.3984 1.6407 0.2548
31 H -2.1072 3.9307 -2.4899
32 H -4.5631 4.3707 -2.0905
33 H -6.2227 5.2513 -0.4985
34 H -5.7078 5.3180 1.9187
35 H -3.5163 4.5211 2.7360
36 H -1.8485 3.6544 1.1532
37 Cl -1.2418 -1.3716 -2.0571
38 N 2.3438 -2.5945 1.6049
39 C 2.6119 -1.2907 1.5599
40 N 2.0605 -0.4366 0.7085
41 C 2.5341 0.8676 0.9119
42 C 2.1782 1.9969 0.1872
43 C 2.7604 3.2074 0.5177
44 C 3.6928 3.3043 1.5481
45 C 4.0642 2.1822 2.2687
46 C 3.4736 0.9743 1.9372
47 S 3.7541 -0.5910 2.6599
48 H 1.5010 -2.9306 1.1571
49 H 2.7471 -3.1548 2.3362
50 H 1.4811 1.9250 -0.6325
51 H 2.4919 4.0923 -0.0440
52 H 4.1367 4.2613 1.7848
53 H 4.7946 2.2456 3.0637
54 C 2.3356 0.1390 -5.3595
55 C 3.3815 -0.7528 -4.7404
56 O 2.7522 -1.6976 -3.8177
57 P 2.6855 -1.4323 -2.2747
58 O 1.7743 -0.2028 -2.0111
59 Te 4.7620 -1.3805 -1.2226
60 O 1.7009 -2.5854 -1.6527
61 C 0.9822 -3.5712 -2.4972
62 C 1.8639 -4.7763 -2.6925
63 H 2.8161 0.8284 -6.0543
64 H 1.8269 0.7216 -4.5926
65 H 1.5992 -0.4465 -5.9081
66 H 4.1383 -0.1903 -4.1911
67 H 3.8787 -1.3805 -5.4752
68 H 0.7153 -3.0844 -3.4309
69 H 0.0762 -3.7943 -1.9433
70 H 2.7657 -4.5192 -3.2478
71 H 1.3167 -5.5286 -3.2615
72 H 2.1465 -5.2104 -1.7342

***

# 3
DFT (ωB97M-V with the def2-TZVPD basis set) results for C27H30ClCoN4O4SeSi as an isolated structure at a distorted geometry.

## Properties
HOMO level (spin up / spin down): -7.35 / -7.32 eV
Molecular weight: 675.99 g mol⁻¹
Frontier orbital gap (spin up / spin down): 6.33 / 4.72 eV
2S+1: 5
LUMO level (spin up / spin down): -1.0 / -2.6 eV

Atoms and positions in Å:
1 Co 11.3955 11.6796 8.2316
2 Cl 16.6975 16.2870 6.3797
3 C 15.8396 14.8761 6.8725
4 C 16.3378 13.8322 7.6700
5 C 15.4785 12.8610 8.1882
6 C 14.0575 12.7857 7.8284
7 O 13.3596 11.8055 8.3081
8 C 13.5924 13.8318 6.9379
9 C 12.2453 13.8162 6.4493
10 N 11.2129 13.1542 6.8927
11 C 9.9315 13.1735 6.3468
12 C 9.4262 13.8948 5.2532
13 C 8.0429 13.8641 4.9341
14 C 7.2822 12.8558 5.4522
15 C 7.7826 12.0766 6.5214
16 C 6.9848 11.1136 7.2274
17 C 7.4682 10.5226 8.3530
18 C 8.8042 10.7625 8.7200
19 N 9.5732 11.6437 8.1033
20 C 9.0528 12.2865 7.0204
21 C 14.4789 14.7431 6.4054
22 H 17.4115 13.8432 7.8777
23 H 15.8481 12.0086 8.7967
24 H 11.8766 14.5842 5.6817
25 H 10.0899 14.6126 4.8495
26 H 7.5801 14.5578 4.2544
27 H 6.2680 12.6264 5.0876
28 H 5.9954 10.8602 6.9308
29 H 6.8083 9.9482 8.9763
30 H 9.3446 10.3433 9.5574
31 H 14.1318 15.4457 5.6702
32 C 9.2860 13.4041 12.7543
33 C 10.5290 14.2510 12.9018
34 C 11.8152 13.6648 12.3985
35 C 13.0337 14.5447 12.8075
36 C 14.4344 14.1237 12.4406
37 C 12.0533 12.2120 12.9525
38 O 12.4727 11.9783 14.1080
39 N 12.0338 11.1838 11.9776
40 C 11.6496 11.2806 10.6978
41 O 11.6078 10.2900 9.9489
42 N 11.4389 12.5189 10.2308
43 C 11.7516 13.6642 10.7647
44 O 11.8965 14.6733 10.0303
45 H 8.4378 14.0347 12.4963
46 H 9.1063 12.8535 13.6320
47 H 9.2760 12.6481 11.9255
48 H 10.6507 14.5158 13.9652
49 H 10.2955 15.1670 12.3321
50 H 13.0541 14.5683 13.9249
51 H 12.7706 15.5163 12.3945
52 H 14.6881 13.3605 13.2141
53 H 15.1537 14.9654 12.5185
54 H 14.4342 13.6245 11.4638
55 H 12.1712 10.2292 12.3891
56 C 13.9792 8.2355 6.7867
57 Si 12.1835 8.1327 6.2905
58 C 11.1435 7.6008 7.7584
59 C 11.8467 6.9637 4.7297
60 Se 11.6668 10.3043 5.7590
61 H 14.4576 9.0172 6.2616
62 H 14.5530 7.2503 6.8074
63 H 13.9873 8.5218 7.8574
64 H 11.8426 7.0338 8.4780
65 H 10.2378 7.0100 7.6201
66 H 10.7538 8.4399 8.3165
67 H 11.9591 5.9433 5.0360
68 H 12.6363 7.0809 3.9553
69 H 10.8322 7.1007 4.3537

***

# 4
DFT (ωB97M-V with the def2-TZVPD basis set) results for C27H30CrN5Se as an isolated structure at a distorted geometry.

## Properties
ΔE to the lowest compared entry with this formula, charge and spin: 0.0 kcal per mole
HOMO level (spin up / spin down): -6.97 / -7.33 eV
Molecular weight: 555.53 g mol⁻¹
Frontier orbital gap (spin up / spin down): 6.46 / 7.13 eV
2S+1: 4
LUMO level (spin up / spin down): -0.5 / -0.2 eV

Atoms and positions in Å:
1 Cr 8.5857 9.6284 10.0364
2 C 5.7485 6.6034 8.6536
3 C 5.9235 7.9589 7.9731
4 C 5.8626 9.0556 9.0508
5 N 6.8840 10.0420 9.1339
6 C 6.6763 11.3262 8.8344
7 C 5.6441 11.7713 8.0236
8 C 5.2971 13.0136 7.5428
9 C 5.9084 14.2510 7.7252
10 C 6.9480 14.5093 8.6324
11 C 7.6918 13.6298 9.3874
12 C 7.7125 12.2161 9.3819
13 N 8.6539 11.5360 10.0549
14 C 9.7479 12.2784 10.6486
15 C 10.8078 11.3729 11.2740
16 C 11.5672 10.5644 10.1863
17 N 10.6035 9.6890 9.5703
18 C 10.9878 8.8489 8.6210
19 C 12.1692 9.0530 7.8706
20 C 12.8665 8.3029 6.9558
21 C 12.5712 6.9636 6.5673
22 C 11.4838 6.1997 6.9217
23 C 10.4602 6.5410 7.7958
24 C 10.0197 7.7193 8.4580
25 N 8.9381 7.7950 9.2305
26 C 8.1670 6.6010 9.6434
27 C 7.0834 5.8696 8.7709
28 H 5.1072 6.0131 8.0297
29 H 5.2453 6.6741 9.6243
30 H 5.1471 8.0979 7.2094
31 H 6.9051 7.9920 7.4332
32 H 5.9151 8.6329 10.0905
33 H 4.8858 9.5059 8.9821
34 H 5.0079 11.0110 7.6220
35 H 4.4137 13.0270 6.9045
36 H 5.5588 15.0871 7.1616
37 H 7.2594 15.5402 8.7313
38 H 8.3920 14.0437 10.0947
39 H 9.4068 12.9178 11.4546
40 H 10.2672 12.8923 9.8798
41 H 10.3914 10.6990 11.9795
42 H 11.4578 12.0566 11.8490
43 H 12.3398 9.9136 10.6272
44 H 11.9979 11.3191 9.5458
45 H 12.6342 9.9779 8.1575
46 H 13.7480 8.8167 6.5025
47 H 13.2363 6.5004 5.8301
48 H 11.4575 5.2185 6.4774
49 H 9.8480 5.6464 8.0841
50 H 7.6824 6.9279 10.5506
51 H 8.8753 5.8487 9.9190
52 H 6.9072 4.9181 9.2816
53 H 7.5795 5.7016 7.8555
54 Se 7.4261 9.1475 12.1170
55 C 7.0507 10.8788 12.7743
56 C 7.9449 11.4100 13.7656
57 C 7.7685 12.7009 14.2414
58 N 6.8291 13.5413 13.7817
59 C 5.9589 12.9905 12.8723
60 C 5.9677 11.6888 12.3698
61 H 8.8042 10.8142 14.0455
62 H 8.4185 13.0334 15.0536
63 H 5.2311 13.6578 12.5344
64 H 5.2142 11.3004 11.6917